No. 1
This record from the Open Molecules 2025 dataset describes a structure of composition C19H28NNdO4 in a non-equilibrium geometry. The level of theory is ωB97M-V/def2-TZVPD.

Each line ends with the Löwdin spin population.
Atoms and positions in Å:
O 2.618 -2.306 -1.140  0.000
C 2.910 -3.524 -0.336  0.000
C 4.236 -3.815 -0.989  0.000
H 2.122 -4.257 -0.510  0.000
H 2.987 -3.306 0.730  0.000
C 3.916 -2.531 -1.769  0.000
H 4.233 -4.700 -1.631  0.000
H 5.116 -3.741 -0.344  0.000
C 3.804 -2.897 -3.218  0.000
H 3.104 -3.733 -3.308  0.000
H 4.793 -3.218 -3.572  0.000
H 3.452 -2.078 -3.843  0.000
C 4.929 -1.449 -1.493  0.000
H 5.037 -1.260 -0.419  0.000
H 4.695 -0.500 -1.981  0.000
H 5.903 -1.785 -1.874  0.000
Nd -2.462 1.560 0.578  3.043
C -2.511 3.833 2.112  -0.006
C -3.086 2.848 2.960  0.000
C -2.077 1.902 3.301  -0.002
H -4.099 2.876 3.367  0.000
C -0.860 2.320 2.669  -0.005
C -1.141 3.482 1.881  -0.003
H -0.427 4.033 1.270  0.000
H -3.017 4.741 1.779  0.000
H -2.196 1.058 3.974  0.000
H 0.132 1.899 2.864  0.000
C -3.935 3.348 -0.770  -0.005
C -2.577 3.735 -0.975  -0.005
C -1.927 2.710 -1.730  -0.003
H -2.129 4.678 -0.662  0.000
C -2.907 1.705 -2.033  -0.007
C -4.134 2.086 -1.407  -0.002
H -5.076 1.538 -1.450  0.000
H -4.708 3.940 -0.274  0.000
H -0.880 2.715 -2.055  0.000
H -2.755 0.829 -2.664  0.000
O -0.964 -0.445 0.606  -0.002
C 0.302 0.119 0.113  0.000
C 1.353 -0.845 0.599  0.000
H 0.472 1.151 0.491  0.000
H 0.260 0.125 -0.990  0.000
C 0.590 -2.193 0.716  0.000
H 1.770 -0.549 1.576  0.000
H 2.146 -0.865 -0.140  0.000
C -0.816 -1.811 1.117  0.000
H 1.052 -2.881 1.432  0.000
H 0.555 -2.713 -0.256  0.000
H -0.918 -1.764 2.212  0.000
H -1.603 -2.440 0.672  0.000
O -6.012 0.977 2.160  0.002
N -4.892 1.152 1.722  0.002
O -4.378 0.246 0.929  -0.006

Multiplicity ... 4
LUMO level (alpha / beta) ... 0.18 / 0.19 eV
Calculated total energy ... -1657.79147 Ha
Gap between HOMO and LUMO (alpha / beta) ... 7.803 / 7.857 eV



No. 2
This record from the Open Molecules 2025 dataset describes a cluster of 8 separate species, C19H29BCl21O5 in total in a non-equilibrium geometry. The level of theory is ωB97M-V/def2-TZVPD.

Each line ends with the Löwdin charge.
Atoms and positions in Å:
C 0.699 4.862 -0.826  -0.013
C -0.649 4.392 -0.882  -0.091
C -2.140 3.638 -0.812  -0.113
C -1.837 2.002 -0.671  -0.261
C -2.676 1.039 -1.714  -0.139
O -4.007 1.105 -1.026  -0.136
B -3.609 0.959 0.389  -0.782
C -4.381 1.891 1.539  -0.124
O -4.518 1.018 2.729  -0.218
C -3.885 1.614 3.915  -0.179
C -2.241 1.730 3.827  -0.148
O -1.746 2.257 5.139  -0.239
C -0.292 2.500 5.078  -0.172
C 0.599 1.181 5.558  -0.161
O 1.893 1.067 4.808  -0.242
C 1.987 -0.304 4.211  -0.243
C 3.522 -0.653 3.678  -0.109
O -2.183 1.355 0.628  -0.096
H 1.884 4.844 -0.687  0.035
H -2.724 4.050 0.142  0.121
H -2.746 3.815 -1.803  0.116
H -0.689 1.975 -0.956  0.114
H -2.674 1.330 -2.863  0.140
H -2.279 -0.032 -1.411  0.067
H -3.669 -0.196 0.600  0.099
H -5.438 2.158 1.058  0.108
H -3.815 2.898 1.764  0.103
H -4.105 0.865 4.818  0.136
H -4.341 2.657 4.196  0.130
H -1.702 0.674 3.703  0.145
H -1.967 2.489 2.973  0.124
H -0.015 2.736 3.950  0.136
H 0.014 3.427 5.751  0.130
H 0.793 1.167 6.726  0.133
H -0.034 0.236 5.223  0.114
H 1.189 -0.489 3.368  0.134
H 1.800 -1.044 5.122  0.122
H 3.716 -0.329 2.566  0.001
H 4.360 -0.230 4.412  0.093
H 3.618 -1.838 3.706  0.081
C -7.554 1.535 -1.883  -1.529
Cl -8.061 3.194 -1.518  0.500
Cl -8.791 0.378 -1.363  0.501
Cl -7.219 1.354 -3.613  0.498
H -6.634 1.327 -1.330  0.000
C 3.737 0.077 -0.649  -1.528
Cl 2.380 1.217 -0.634  0.545
Cl 4.457 -0.011 -2.265  0.504
Cl 4.955 0.545 0.550  0.503
H 3.357 -0.914 -0.386  0.015
C 8.967 0.375 0.794  -1.524
Cl 8.778 1.023 -0.844  0.516
Cl 7.816 1.140 1.903  0.500
Cl 8.756 -1.385 0.795  0.494
H 9.979 0.600 1.139  0.015
C -3.100 -2.804 -3.684  -1.524
Cl -4.457 -1.664 -3.669  0.548
Cl -2.380 -2.892 -5.301  0.469
Cl -1.882 -2.336 -2.485  0.534
H -3.479 -3.794 -3.422  0.009
C -0.411 -1.582 -8.721  -1.532
Cl -0.595 -3.121 -7.862  0.485
Cl -1.941 -1.103 -9.474  0.514
Cl 0.162 -0.319 -7.618  0.523
H 0.334 -1.715 -9.510  0.014
C 0.792 -5.745 -2.283  -1.526
Cl 0.607 -7.284 -1.425  0.511
Cl -0.739 -5.266 -3.036  0.514
Cl 1.365 -4.482 -1.180  0.513
H 1.537 -5.878 -3.072  0.017
C 6.767 -4.635 -1.275  -1.530
Cl 5.362 -5.642 -1.664  0.509
Cl 6.252 -3.094 -0.569  0.494
Cl 7.859 -5.491 -0.172  0.512
H 7.309 -4.426 -2.201  0.020

Multiplicity ... 1
Net charge ... -1
LUMO level ... 1.55 eV
Calculated total energy ... -10806.09991 Ha
ΔE to the lowest compared entry with this formula, charge and spin ... 542.2 kJ/mol
Gap between HOMO and LUMO ... 5.927 eV